{"formula": "C9H24FO3Rb2", "method": "ωB97M-V/def2-TZVPD", "species": ["Rb", "Rb", "F", "O", "O", "O", "C", "C", "C", "C", "C", "C", "C", "C", "C", "H", "H", "H", "H", "H", "H", "H", "H", "H", "H", "H", "H", "H", "H", "H", "H", "H", "H", "H", "H", "H", "H", "H", "H"], "positions_angstrom": [[-3.5234, -12.6106, -19.8384], [-4.7771, -13.0073, -24.4195], [-2.5742, -13.3141, -22.4826], [-3.0915, -10.7056, -23.4224], [-1.4182, -14.6521, -20.4126], [-1.5816, -15.3229, -23.8053], [-1.8771, -16.6040, -23.2930], [0.5035, -15.6313, -19.2812], [0.5933, -14.5181, -21.5811], [-3.3583, -16.6879, -22.8072], [-1.9698, -9.9209, -23.4002], [-1.6509, -17.7187, -24.3970], [-0.7788, -10.7202, -24.0527], [-0.0500, -14.5086, -20.2275], [-1.7035, -9.6068, -21.8940], [-0.5875, -17.7672, -24.6314], [-3.5149, -16.0435, -21.9421], [-2.1833, -9.0028, -23.9475], [0.0261, -13.5714, -19.6761], [-1.9517, -18.6851, -23.9924], [-0.8801, -10.8503, -25.1301], [0.4334, -16.6207, -19.7332], [-4.0985, -16.4541, -23.5724], [-1.3159, -16.8923, -22.4042], [-0.6403, -11.6756, -23.5465], [-1.8968, -14.6483, -23.1994], [0.5372, -15.4850, -22.0811], [-2.8873, -11.4936, -22.9136], [-2.5635, -9.1933, -21.3672], [1.6197, -14.1526, -21.5503], [1.5294, -15.3716, -19.0200], [-1.4347, -10.5701, -21.4604], [-1.6570, -14.2312, -21.2417], [0.1590, -10.1667, -24.0037], [-3.6034, -17.6805, -22.4296], [-0.8247, -8.9695, -21.7964], [-0.2081, -15.6705, -18.4565], [-2.2715, -17.5297, -25.2729], [0.1786, -13.8269, -22.3149]], "forces_ev_per_a": [[0.3865, -0.2465, -0.1884], [0.5900, -0.0485, 0.0453], [-0.7939, 0.6425, 0.4595], [-2.5771, -0.9429, -0.6976], [-2.1182, -0.8203, 0.6646], [0.4049, -1.1057, -0.6139], [-1.8233, -1.4747, -0.8941], [-1.2162, 0.9208, -0.9859], [1.1455, 0.7416, -0.7537], [0.4520, -0.0431, 0.2714], [2.2202, 0.3686, 0.7222], [0.0207, 1.1331, 1.2790], [-0.1153, 1.2618, 0.2855], [1.0359, -0.7415, 0.5863], [0.8238, -0.2060, -1.1338], [-0.1217, 0.0366, -0.3195], [0.0365, 0.3560, -0.0328], [0.0326, -0.0480, -0.0657], [0.9267, 0.3815, -0.1041], [0.0488, 0.0140, 0.1001], [-0.5862, -0.2726, 0.0616], [0.2690, 0.0984, -0.3226], [0.1024, 0.1186, -0.2761], [0.5967, 0.3063, 0.0099], [-0.1289, -0.0559, -0.0761], [-0.2692, 0.5601, 0.3214], [0.1510, -0.1322, 0.3379], [0.3929, -0.8758, 0.1838], [-0.0125, 0.1485, -0.2662], [0.3168, -0.4934, 0.2534], [-0.1769, -0.2373, 0.3199], [0.0561, -0.1588, 0.3112], [-0.2259, 0.2325, -0.6614], [0.0583, 0.1290, 0.4438], [0.1587, -0.1936, -0.1637], [-0.1286, 0.1453, 0.2211], [0.4917, 0.1249, 0.4971], [0.2169, 0.1717, -0.0840], [-0.6406, 0.2052, 0.2646]], "lowdin_charge": [0.950, 0.955, -0.612, -0.154, -0.156, -0.066, -0.459, -0.019, -0.043, -0.056, -0.467, -0.031, -0.018, -0.495, -0.033, 0.075, 0.057, 0.142, 0.128, 0.073, 0.080, 0.080, 0.068, 0.119, 0.066, -0.014, 0.088, -0.017, 0.079, 0.092, 0.085, 0.059, -0.019, 0.080, 0.080, 0.087, 0.074, 0.075, 0.067], "homo_energy_ev": -12.0, "orbital_gap_ev": 8.435, "relative_energy_kcal_mol": 3.4, "spin_multiplicity": 1, "largest_force_ev_per_a": 2.8, "total_charge": 1}

***

{"formula": "C12H33BF3NO7V", "method": "ωB97M-V/def2-TZVPD", "species": ["V", "F", "F", "F", "O", "O", "O", "O", "O", "O", "O", "N", "C", "C", "C", "C", "C", "C", "C", "C", "C", "C", "C", "C", "B", "H", "H", "H", "H", "H", "H", "H", "H", "H", "H", "H", "H", "H", "H", "H", "H", "H", "H", "H", "H", "H", "H", "H", "H", "H", "H", "H", "H", "H", "H", "H", "H", "H"], "positions_angstrom": [[-0.3937, 0.7250, 0.0049], [-2.0526, -4.7229, -1.1569], [-1.0451, -4.1108, 0.5979], [-0.0018, -4.5144, -1.2623], [-0.1681, 0.0057, 2.2262], [-0.1240, -1.4616, -0.4789], [-2.4706, 0.4546, 0.6945], [-2.2683, -1.7941, -0.8776], [2.3361, -0.3680, -2.7681], [-0.5454, 1.1747, -2.1536], [3.5523, 1.5994, 3.0204], [1.7193, 0.9889, -0.1866], [1.2507, 0.1269, -3.6028], [-2.5635, 0.5273, 2.1081], [-4.6065, -1.3027, -1.2548], [0.4441, 1.3756, -3.2316], [-1.0145, -3.9517, -0.7109], [3.4161, 0.4655, 3.9088], [2.6497, 0.6081, 0.8836], [-1.4762, -0.3041, 2.7471], [-3.3576, -2.0490, -1.7749], [2.5905, 1.6766, 1.9642], [-0.9793, -2.3619, -1.1146], [4.1009, 0.4835, 0.2677], [-0.7636, 3.0803, 0.3575], [4.0966, -0.3287, -0.4592], [2.0426, 0.3588, -0.9067], [4.2270, 0.4496, 4.6370], [-3.6301, -3.1038, -1.8105], [-1.3711, 2.4310, -0.2537], [3.4480, -0.5073, 3.4180], [0.4357, -0.2128, 2.9398], [2.5565, -1.2527, -3.0686], [-0.1183, 2.5334, 1.0274], [0.5075, -0.6640, -3.7043], [1.6203, 1.7907, 2.4478], [4.7871, 0.2594, 1.0844], [-0.7787, -2.3862, -2.1857], [-4.9939, -1.6569, -0.2996], [2.5310, 0.6082, 4.5287], [-0.1647, 3.7036, -0.2883], [-1.5838, -1.3784, 2.5974], [1.0507, 2.2345, -2.9446], [-3.0278, -0.2833, 0.4361], [-1.5057, -0.1133, 3.8198], [-3.0939, -1.7586, -2.7919], [-1.3619, 1.5303, -2.5119], [-1.3600, 3.7920, 0.9071], [-0.1441, 1.6505, -4.1072], [2.3719, -0.3970, 1.2009], [-2.3167, 1.5584, 2.3612], [-3.5304, 0.2739, 2.5429], [1.7040, 0.2072, -4.5909], [-5.4298, -1.3768, -1.9653], [4.4973, 1.4127, -0.1416], [2.6908, 2.6681, 1.5228], [-4.4492, -0.2420, -1.0591], [2.0640, 1.8483, -0.5898]], "forces_ev_per_a": [[0.0913, -1.5514, 0.1106], [-0.7085, 0.8937, -0.3033], [0.5441, -0.1265, 1.0730], [2.8823, -1.0881, -0.5197], [-0.8865, 0.5800, 0.0860], [-0.5754, -2.0474, -0.4610], [-0.9028, -0.1045, 0.3362], [-1.4440, -0.4754, -0.3590], [-0.7873, 1.2997, 0.2575], [0.8283, -0.4260, -1.2706], [0.6069, -1.0926, 0.0574], [0.6696, -0.5336, -0.4762], [0.0124, -1.2814, -0.2554], [1.5344, 0.7924, 0.4769], [0.2577, 0.2421, -0.0852], [0.1988, -0.1836, 1.0577], [-1.5298, 2.3874, 0.1970], [0.0087, 1.0164, -0.2152], [1.6516, 0.5027, -0.3451], [0.1038, -0.9246, 0.3032], [-0.4580, -0.0271, 0.8456], [-0.2491, 0.3178, 1.2516], [0.1597, 1.9632, 1.0570], [-0.7656, -0.0561, 1.3500], [-0.0533, 0.5305, -0.0649], [0.1753, 0.1552, -0.0787], [-0.6119, -0.7082, -0.7123], [0.3025, 0.3985, -0.3276], [0.2311, -0.1600, 0.0228], [-2.6136, -2.0877, -2.2411], [-0.2992, 0.0294, -0.2847], [0.4271, 0.1169, -0.3705], [-0.1610, -0.0641, 0.0156], [2.4999, -2.2014, 2.7335], [-0.1501, -0.1858, 0.1517], [-0.4667, -0.5767, -0.2083], [0.0692, -0.3216, -0.0292], [-0.0956, -0.1458, -0.6045], [0.2343, -0.6001, 0.0063], [-0.4819, -0.2845, -0.1691], [2.5976, 2.0994, -2.6724], [-0.4771, -0.1002, -0.1158], [0.1566, -0.0381, -0.0180], [0.4282, -0.4896, -0.6591], [0.0523, 0.0765, 0.1409], [0.0380, 0.2908, -0.1211], [-0.1860, 0.0859, 0.4625], [-2.5226, 2.1774, 2.3034], [0.2961, -0.0832, -0.1811], [-0.1878, 0.0914, 0.2840], [-0.2868, 0.2136, -0.0352], [-0.1261, -0.1150, -0.3730], [-0.2871, 0.7244, -0.2284], [0.0653, -0.0453, -0.0929], [-0.4080, 0.0993, -0.3076], [0.5450, -0.0156, -0.2497], [0.2943, 0.2071, -0.4429], [-0.2406, 0.8498, 0.2985]], "lowdin_spin": [2.792, 0.000, 0.000, 0.000, 0.016, 0.028, 0.025, 0.004, 0.000, 0.026, 0.000, 0.020, 0.000, 0.003, 0.000, 0.002, 0.000, 0.000, 0.004, 0.002, 0.000, 0.001, 0.002, 0.000, 0.036, 0.000, 0.004, 0.000, 0.000, 0.006, 0.000, 0.000, 0.000, 0.005, 0.000, 0.000, 0.000, 0.000, 0.000, 0.000, 0.008, 0.000, 0.000, 0.002, 0.000, 0.000, 0.003, 0.003, 0.000, 0.000, 0.001, 0.000, 0.000, 0.000, 0.000, 0.000, 0.000, 0.003], "homo_energy_ev": [-6.8, -8.4], "orbital_gap_ev": [7.117, 8.745], "relative_energy_kcal_mol": 46.4, "spin_multiplicity": 4, "largest_force_ev_per_a": 4.3}